# 1
{"formula": "C54H54N2OP2S3Sb2Ti", "method": "the ωB97M-V functional and the def2-TZVPD basis", "gap_ha": [0.24658, 0.25256], "charge": 0, "energy_ev": -149176.4435, "multiplicity": 3, "s2": 2.008, "symbols": ["Ti", "S", "C", "S", "S", "C", "Sb", "C", "C", "C", "C", "C", "C", "C", "C", "C", "Sb", "C", "C", "H", "H", "H", "H", "H", "H", "H", "H", "H", "H", "H", "H", "H", "H", "H", "H", "H", "H", "H", "H", "O", "C", "C", "C", "C", "C", "C", "P", "C", "C", "C", "C", "C", "C", "C", "C", "C", "C", "C", "C", "C", "C", "C", "C", "C", "C", "P", "C", "C", "C", "C", "C", "C", "C", "C", "C", "C", "C", "C", "H", "H", "H", "H", "H", "H", "H", "H", "H", "H", "H", "H", "H", "H", "H", "H", "H", "H", "H", "H", "H", "H", "H", "H", "H", "H", "H", "H", "N", "C", "C", "C", "C", "C", "N", "H", "H", "H", "H", "H", "H"], "coordinates": [[-0.149, 0.121, 1.204], [-1.659, -1.962, 5.107], [-1.233, -1.325, 3.623], [-2.030, 0.058, 2.876], [0.135, -1.869, 2.706], [-3.386, 3.328, 1.294], [-1.321, 2.993, 1.228], [-0.976, 3.830, 3.128], [-0.680, 4.794, 0.108], [-1.045, 4.931, -1.347], [-2.041, 5.823, -1.676], [-2.380, 6.071, -3.012], [-1.729, 5.368, -4.030], [-0.790, 4.420, -3.662], [-0.451, 4.187, -2.353], [0.486, 3.061, -2.092], [-0.554, 1.132, -1.803], [-0.086, 0.140, -3.598], [-2.473, 1.676, -2.567], [-3.587, 4.296, 1.722], [-3.830, 2.558, 1.915], [-3.827, 3.190, 0.302], [-1.554, 4.743, 3.268], [0.070, 4.084, 3.302], [-1.341, 3.106, 3.877], [0.427, 4.803, 0.197], [-1.068, 5.654, 0.653], [-2.546, 6.383, -0.917], [-3.160, 6.793, -3.240], [-1.954, 5.577, -5.062], [-0.314, 3.834, -4.450], [1.051, 3.241, -1.186], [1.146, 2.892, -2.943], [-0.345, 0.748, -4.465], [-0.644, -0.777, -3.721], [0.969, -0.111, -3.665], [-2.338, 2.164, -3.551], [-2.957, 2.393, -1.879], [-3.127, 0.811, -2.670], [0.521, -2.655, -1.411], [-0.386, -3.704, -1.559], [0.024, -4.970, -1.966], [-0.909, -5.987, -2.139], [-2.248, -5.748, -1.946], [-2.641, -4.506, -1.446], [-1.719, -3.478, -1.205], [-2.215, -2.110, -0.088], [-3.048, -3.083, 1.192], [-2.373, -4.211, 1.629], [-2.973, -5.049, 2.573], [-4.215, -4.748, 3.108], [-4.834, -3.567, 2.727], [-4.240, -2.723, 1.808], [-3.605, -1.261, -0.940], [-4.141, -1.575, -2.174], [-5.251, -0.889, -2.662], [-5.841, 0.163, -1.965], [-5.268, 0.490, -0.745], [-4.172, -0.202, -0.266], [1.832, -2.759, -1.815], [2.133, -3.345, -3.056], [3.434, -3.578, -3.404], [4.481, -3.136, -2.564], [4.153, -2.399, -1.466], [2.826, -2.148, -1.081], [2.448, -0.910, 0.189], [3.631, 0.340, -0.464], [3.202, 0.979, -1.605], [3.934, 1.977, -2.230], [5.126, 2.367, -1.669], [5.601, 1.740, -0.511], [4.873, 0.701, 0.057], [3.309, -1.582, 1.628], [3.703, -0.709, 2.640], [4.273, -1.164, 3.807], [4.570, -2.504, 3.932], [4.216, -3.386, 2.913], [3.594, -2.935, 1.756], [1.063, -5.229, -2.136], [-0.594, -6.973, -2.454], [-3.025, -6.485, -2.119], [-3.656, -4.355, -1.139], [-1.426, -4.471, 1.197], [-2.465, -5.964, 2.882], [-4.690, -5.414, 3.836], [-5.762, -3.265, 3.210], [-4.760, -1.810, 1.506], [-3.727, -2.397, -2.736], [-5.644, -1.207, -3.601], [-6.736, 0.656, -2.339], [-5.710, 1.310, -0.145], [-3.757, 0.116, 0.689], [1.300, -3.578, -3.695], [3.646, -4.084, -4.327], [5.502, -3.342, -2.817], [4.965, -1.956, -0.907], [2.261, 0.705, -2.042], [3.572, 2.442, -3.127], [5.659, 3.199, -2.080], [6.550, 2.059, -0.067], [5.335, 0.206, 0.893], [3.478, 0.314, 2.475], [4.591, -0.473, 4.595], [5.049, -2.906, 4.830], [4.420, -4.434, 3.056], [3.264, -3.642, 1.011], [2.457, 3.050, 1.144], [2.318, 2.564, 2.413], [3.144, 3.114, 3.465], [2.997, 2.571, 4.718], [2.018, 1.598, 4.966], [1.251, 1.207, 3.878], [1.389, 1.640, 2.610], [3.327, 3.506, 0.956], [2.128, 2.421, 0.410], [3.856, 3.888, 3.286], [3.614, 2.913, 5.530], [1.834, 1.123, 5.935], [0.450, 0.489, 4.036]], "atomic_forces_ev_per_a": [[0.094, -0.053, -0.281], [0.106, 0.344, -0.889], [-0.216, -0.068, 0.654], [-0.091, 0.010, 0.052], [0.307, -0.095, -0.171], [-0.521, -0.513, -0.543], [0.859, 0.137, -0.464], [-0.095, 0.095, 0.829], [0.623, -0.271, -0.168], [-0.214, -0.252, 1.312], [-0.357, 0.549, -1.447], [0.046, -0.280, 0.052], [-0.304, 0.447, 0.849], [-0.231, 0.208, -1.327], [0.388, -0.737, -0.141], [-0.227, -0.297, 0.085], [-0.392, -0.130, 0.683], [0.535, -0.017, -0.846], [-0.206, 0.848, 0.049], [-0.203, 0.389, -0.038], [-0.008, -0.140, 0.316], [0.022, 0.358, 0.082], [-0.104, 0.060, -0.203], [-0.018, -0.244, 0.009], [0.365, 0.177, -0.252], [-0.570, -0.065, 0.207], [0.011, -0.027, 0.100], [-0.155, 0.200, 0.459], [0.171, -0.081, -0.009], [-0.041, -0.085, -0.194], [0.013, 0.067, 0.166], [0.299, -0.122, 0.047], [0.103, 0.104, 0.126], [0.055, 0.245, 0.033], [-0.253, -0.338, 0.331], [0.159, -0.072, -0.018], [-0.042, -0.212, 0.511], [0.156, -0.237, -0.354], [0.194, -0.045, 0.038], [-0.373, 0.116, 0.251], [0.661, 0.039, -0.036], [-0.059, -0.612, -0.005], [0.214, 0.056, -0.229], [-0.963, 0.745, 0.296], [0.900, -0.256, -0.110], [-0.335, -0.170, -0.021], [0.619, 1.179, -0.272], [0.084, 0.098, 0.173], [-0.769, -0.611, 0.602], [0.490, -0.291, -0.156], [-0.064, -0.075, 0.165], [-0.197, 0.165, 0.560], [-0.471, 0.305, -0.572], [0.338, -0.502, 0.024], [-0.361, -0.180, -0.145], [0.183, 0.084, 0.012], [0.318, -0.613, 0.091], [-0.763, 0.912, 0.257], [-0.047, 0.934, 0.972], [-0.451, -0.066, -0.723], [-0.199, 0.211, 0.532], [0.591, 0.247, 0.271], [-0.987, -0.554, -0.753], [0.219, 0.481, 0.333], [-0.105, -0.443, -0.116], [-0.079, 0.264, 0.410], [0.282, -0.054, 0.504], [-0.196, 0.465, -0.602], [-0.055, -0.373, 0.271], [0.385, 0.143, 0.804], [-0.066, 0.129, -0.455], [0.352, 0.296, -0.043], [0.619, -0.136, 0.067], [-0.614, -0.456, -0.285], [0.832, 0.455, 0.394], [-0.077, -0.844, 0.084], [0.103, 0.174, 0.272], [-0.233, -0.037, 0.492], [-0.151, 0.268, 0.094], [0.192, 0.014, 0.000], [0.264, -0.157, 0.005], [-0.430, 0.060, 0.025], [0.341, -0.142, -0.016], [-0.061, 0.285, -0.072], [0.243, 0.283, -0.299], [0.081, -0.090, -0.194], [0.209, -0.341, 0.198], [0.011, -0.090, -0.203], [-0.305, -0.067, -0.551], [0.259, -0.024, 0.047], [0.413, -0.561, -0.352], [0.041, -0.134, -0.036], [-0.019, -0.317, -0.237], [0.144, -0.079, -0.292], [0.344, -0.006, -0.064], [-0.047, 0.071, 0.243], [-0.365, -0.207, -0.125], [-0.138, 0.140, -0.223], [0.361, 0.249, -0.268], [-0.352, -0.191, -0.180], [-0.280, -0.242, 0.319], [0.033, 0.853, 0.273], [-0.316, -0.143, -0.317], [-0.187, 0.272, -0.315], [0.013, -0.239, -0.126], [0.087, -0.075, -0.140], [-0.497, -0.284, -0.579], [1.014, 1.077, 0.662], [-1.370, -1.452, -0.523], [-0.339, -0.144, 0.271], [-0.205, -0.118, -0.817], [-0.413, -0.439, 0.922], [-0.021, -0.464, 0.437], [0.278, 0.091, -0.276], [0.263, 0.323, 0.318], [0.320, 0.339, -0.329], [0.219, 0.157, 0.171], [0.173, 0.371, -0.390], [0.210, 0.077, -0.020]], "mulliken_spin": [1.75, 0.01, 0.01, -0.03, -0.02, 0.00, 0.05, 0.01, 0.00, -0.01, 0.01, 0.00, 0.00, 0.00, 0.01, -0.03, 0.27, 0.00, 0.01, 0.00, 0.00, 0.00, 0.00, 0.00, 0.00, 0.00, 0.00, 0.00, 0.00, 0.00, 0.00, 0.01, 0.00, 0.00, 0.00, 0.00, 0.00, 0.00, 0.00, -0.09, -0.02, 0.00, 0.00, 0.00, 0.00, 0.03, 0.04, 0.02, 0.01, 0.00, 0.00, 0.00, 0.00, -0.04, 0.00, 0.00, 0.00, 0.01, 0.03, 0.00, 0.00, 0.00, 0.00, 0.00, 0.01, 0.09, -0.03, -0.01, -0.01, 0.00, 0.00, 0.00, -0.03, 0.02, 0.00, 0.00, 0.00, 0.00, 0.00, 0.00, 0.00, 0.00, 0.00, 0.00, 0.00, 0.00, 0.00, 0.00, 0.00, 0.00, 0.00, 0.00, 0.00, 0.00, 0.00, 0.00, 0.00, 0.00, 0.00, 0.00, 0.00, 0.00, 0.00, 0.00, 0.00, 0.00, -0.02, 0.01, 0.00, 0.00, -0.01, 0.03, -0.11, 0.00, 0.04, 0.00, 0.00, 0.00, -0.01]}



# 2
{"formula": "C54H58F6N2O6S", "method": "the ωB97M-V functional and the def2-TZVPD basis", "gap_ha": 0.33583, "charge": 0, "energy_ev": -99340.0617, "smiles": "O=C1O[C@@H](C[C@H]2CO2)[C@](CCCO)(CCCCCCCSc2nnco2)O1.Fc1ccccc1.Fc1ccccc1.Fc1ccccc1.Fc1ccccc1.Fc1ccccc1.Fc1ccccc1", "symbols": ["O", "C", "O", "C", "C", "C", "C", "O", "C", "C", "C", "C", "O", "C", "C", "C", "C", "C", "C", "C", "S", "C", "N", "N", "C", "O", "O", "H", "H", "H", "H", "H", "H", "H", "H", "H", "H", "H", "H", "H", "H", "H", "H", "H", "H", "H", "H", "H", "H", "H", "H", "H", "H", "H", "H", "F", "C", "C", "C", "C", "C", "C", "H", "H", "H", "H", "H", "F", "C", "C", "C", "C", "C", "C", "H", "H", "H", "H", "H", "F", "C", "C", "C", "C", "C", "C", "H", "H", "H", "H", "H", "F", "C", "C", "C", "C", "C", "C", "H", "H", "H", "H", "H", "F", "C", "C", "C", "C", "C", "C", "H", "H", "H", "H", "H", "F", "C", "C", "C", "C", "C", "C", "H", "H", "H", "H", "H"], "coordinates": [[2.461, 4.510, 2.386], [1.955, 4.961, 1.390], [2.655, 5.462, 0.329], [1.622, 5.829, -0.590], [1.955, 6.194, -2.023], [2.747, 5.052, -2.738], [4.189, 4.896, -2.287], [3.083, 3.945, -1.972], [0.350, 5.045, -0.248], [0.296, 3.552, -0.621], [-0.199, 2.622, 0.532], [-0.446, 1.143, 0.065], [-1.288, 0.446, 0.973], [-0.841, 5.858, -0.716], [-2.102, 5.685, 0.177], [-2.929, 6.979, 0.087], [-4.443, 6.786, 0.299], [-5.080, 5.741, -0.660], [-5.748, 4.592, 0.142], [-7.314, 4.619, 0.054], [-7.949, 2.988, -0.451], [-7.293, 2.788, -2.050], [-6.864, 1.732, -2.590], [-6.476, 2.008, -3.886], [-6.686, 3.257, -4.025], [-7.186, 3.843, -2.940], [0.602, 5.026, 1.200], [1.350, 6.814, -0.167], [1.036, 6.228, -2.609], [2.556, 7.092, -2.136], [2.553, 4.896, -3.793], [4.855, 4.539, -3.060], [4.442, 5.040, -1.245], [1.233, 3.120, -0.980], [-0.434, 3.418, -1.428], [0.537, 2.543, 1.329], [-1.168, 2.955, 0.921], [-0.844, 1.083, -0.954], [0.522, 0.645, 0.141], [-2.086, 0.965, 1.120], [-0.635, 6.932, -0.717], [-1.090, 5.616, -1.752], [-2.664, 4.827, -0.200], [-1.829, 5.519, 1.220], [-2.810, 7.411, -0.916], [-2.587, 7.746, 0.788], [-4.922, 7.747, 0.076], [-4.661, 6.598, 1.353], [-5.820, 6.249, -1.280], [-4.325, 5.316, -1.325], [-5.464, 4.607, 1.195], [-5.421, 3.624, -0.246], [-7.639, 5.400, -0.630], [-7.702, 4.789, 1.057], [-6.498, 3.814, -4.926], [-3.039, -4.099, 6.384], [-2.681, -3.249, 5.392], [-1.514, -2.525, 5.517], [-1.148, -1.658, 4.497], [-1.954, -1.520, 3.374], [-3.127, -2.256, 3.271], [-3.494, -3.132, 4.284], [-0.903, -2.640, 6.403], [-0.231, -1.088, 4.578], [-1.666, -0.839, 2.581], [-3.759, -2.149, 2.399], [-4.400, -3.721, 4.217], [-0.409, 2.177, -3.743], [0.264, 1.028, -3.956], [-0.290, 0.060, -4.771], [0.407, -1.121, -4.987], [1.640, -1.325, -4.382], [2.181, -0.344, -3.562], [1.492, 0.841, -3.349], [-1.254, 0.233, -5.230], [-0.012, -1.884, -5.629], [2.175, -2.244, -4.551], [3.139, -0.502, -3.086], [1.906, 1.616, -2.715], [7.299, 4.511, -3.240], [7.700, 5.340, -4.225], [8.889, 6.026, -4.083], [9.302, 6.875, -5.100], [8.519, 7.034, -6.235], [7.324, 6.339, -6.358], [6.911, 5.481, -5.349], [9.481, 5.894, -3.187], [10.235, 7.413, -5.005], [8.842, 7.700, -7.025], [6.711, 6.465, -7.241], [5.987, 4.924, -5.431], [-3.853, -10.812, 8.420], [-3.702, -9.502, 8.129], [-2.443, -9.021, 7.832], [-2.290, -7.675, 7.529], [-3.392, -6.829, 7.535], [-4.650, -7.333, 7.840], [-4.811, -8.680, 8.135], [-1.598, -9.692, 7.841], [-1.310, -7.287, 7.288], [-3.269, -5.779, 7.300], [-5.510, -6.675, 7.849], [-5.784, -9.092, 8.367], [0.291, -9.196, 6.781], [0.774, -9.960, 5.780], [-0.109, -10.688, 5.007], [0.388, -11.470, 3.975], [1.755, -11.521, 3.737], [2.627, -10.786, 4.528], [2.135, -9.994, 5.555], [-1.170, -10.640, 5.215], [-0.292, -12.040, 3.357], [2.140, -12.136, 2.933], [3.692, -10.828, 4.345], [2.797, -9.406, 6.178], [2.172, -4.120, -5.673], [3.067, -4.893, -5.022], [2.803, -5.273, -3.722], [3.722, -6.070, -3.055], [4.890, -6.467, -3.692], [5.139, -6.070, -4.999], [4.220, -5.281, -5.674], [1.890, -4.946, -3.241], [3.526, -6.382, -2.038], [5.607, -7.086, -3.168], [6.051, -6.376, -5.494], [4.391, -4.968, -6.696]], "atomic_forces_ev_per_a": [[-0.526, 0.697, -1.133], [0.520, -0.542, 1.256], [-0.848, -1.294, 0.083], [-0.837, 3.021, -0.030], [0.787, -2.799, -1.227], [1.525, 1.944, 1.841], [-2.178, -1.723, 0.115], [-0.194, -1.051, -1.439], [1.833, -0.788, -0.038], [-1.060, -1.068, -0.013], [-0.355, -0.840, -0.839], [0.541, 0.994, 0.363], [0.007, 0.111, -0.034], [-0.833, 0.074, 1.243], [0.267, 0.593, -0.438], [-0.816, -0.247, -0.308], [0.119, 0.565, -0.690], [0.067, -0.122, 1.273], [-0.621, -0.023, -0.765], [1.360, -0.364, -0.088], [-0.629, 0.008, 0.134], [0.266, 1.592, -0.277], [0.339, -2.124, 0.366], [-0.065, -0.243, 0.025], [0.256, 0.022, -0.743], [-0.582, 0.734, 0.765], [0.283, 0.544, -0.026], [-0.205, -0.068, -0.259], [-0.229, 0.673, 0.439], [-0.318, 0.207, 0.222], [-0.058, -0.152, -0.079], [0.402, -0.111, 0.428], [0.950, 1.534, -0.473], [0.139, 0.507, 0.040], [0.229, 0.090, -0.116], [-0.226, 0.367, 0.196], [0.244, 0.317, 0.173], [0.099, 0.037, 0.009], [-0.146, -0.240, -0.418], [-0.004, 0.027, -0.080], [0.403, -0.120, 0.108], [0.113, -0.230, 0.094], [-0.088, 0.005, 0.282], [0.070, -0.205, -0.112], [0.053, -0.072, 0.050], [0.260, -0.190, -0.014], [0.134, 0.014, 0.206], [-0.009, -0.305, -0.105], [0.034, -0.166, -0.076], [-0.030, 0.146, -0.029], [0.121, 0.104, -0.084], [0.086, 0.080, 0.026], [-0.232, -0.088, 0.091], [-0.424, -0.049, -0.206], [-0.045, 0.286, 0.168], [0.044, 0.366, -0.166], [0.094, 0.220, -0.248], [0.177, -0.032, 0.223], [-0.183, -0.071, -0.058], [0.021, 0.131, -0.107], [0.150, 0.020, 0.139], [-0.248, -0.143, -0.029], [-0.023, -0.030, -0.001], [-0.006, 0.001, 0.023], [0.012, -0.183, 0.137], [-0.001, -0.033, 0.000], [0.011, -0.003, 0.037], [-0.085, 0.161, 0.016], [0.366, -0.545, -0.048], [-0.269, 0.097, -0.125], [0.092, 0.071, 0.092], [0.064, 0.029, 0.070], [-0.187, -0.046, -0.125], [0.066, 0.337, 0.239], [0.004, 0.020, 0.017], [-0.017, 0.006, 0.011], [0.014, 0.012, -0.003], [-0.002, 0.036, 0.005], [-0.020, 0.041, -0.042], [0.020, -0.023, 0.002], [0.101, 0.184, -0.224], [0.153, -0.021, 0.205], [-0.147, -0.038, -0.078], [0.038, 0.059, -0.058], [0.114, 0.031, 0.078], [-0.216, -0.110, -0.001], [-0.024, -0.031, -0.001], [-0.004, -0.006, 0.029], [-0.007, -0.009, 0.005], [-0.006, -0.029, 0.006], [0.015, -0.010, 0.017], [-0.005, -0.036, 0.004], [0.026, 0.346, -0.068], [0.044, -0.185, 0.042], [-0.220, 0.015, 0.038], [0.014, 0.156, 0.030], [0.180, -0.071, -0.021], [-0.251, -0.085, 0.050], [-0.030, -0.035, 0.037], [0.014, -0.036, 0.008], [-0.057, -0.423, 0.144], [-0.011, -0.021, -0.005], [0.026, -0.025, 0.015], [0.222, 0.027, -0.045], [0.112, -0.188, -0.263], [-0.279, 0.011, 0.046], [0.162, 0.045, 0.049], [0.020, -0.049, -0.067], [-0.147, -0.039, -0.038], [0.165, 0.134, 0.153], [0.014, 0.038, 0.012], [-0.020, 0.004, 0.025], [0.001, 0.007, 0.009], [-0.001, 0.026, 0.012], [-0.031, -0.005, 0.020], [-0.022, -0.113, -0.111], [0.210, -0.222, 0.164], [-0.232, 0.088, 0.124], [0.106, 0.009, -0.131], [0.047, -0.047, 0.047], [-0.096, -0.002, 0.125], [0.054, 0.087, -0.245], [-0.006, 0.002, -0.035], [-0.020, 0.026, 0.000], [-0.004, 0.006, -0.009], [-0.017, 0.003, -0.023], [-0.025, 0.024, 0.013]], "mulliken_charge": [-0.59, 0.38, -0.39, -1.16, -1.10, 0.15, -0.69, -0.44, 2.19, -0.83, -0.57, -0.41, -0.55, -1.73, -0.05, -1.05, -1.16, -0.64, -1.01, -0.70, -0.17, 0.51, -0.33, -0.39, 0.01, -0.24, -0.45, 1.04, 0.40, 0.45, 0.48, 0.25, 0.29, 0.09, 0.40, 0.12, 0.29, 0.23, 0.27, 0.32, 0.71, 0.50, 0.12, 0.47, 0.41, 0.39, 0.35, 0.51, 0.63, 0.36, 0.63, 0.39, 0.40, 0.34, 0.43, -0.25, 0.24, -0.43, -0.50, -0.31, -0.56, -0.34, 0.42, 0.38, 0.60, 0.38, 0.42, -0.28, 0.14, -0.61, -0.53, -0.23, -0.82, 0.14, 0.44, 0.40, 0.43, 0.40, 0.55, -0.30, 0.41, -0.46, -0.33, -0.49, -0.39, -0.32, 0.41, 0.36, 0.37, 0.35, 0.41, -0.33, 0.12, -0.38, -0.42, -0.48, -0.58, -0.37, 0.59, 0.38, 0.71, 0.38, 0.42, -0.26, 0.44, -0.25, -0.43, -0.55, -0.36, -0.53, 0.47, 0.35, 0.36, 0.35, 0.41, -0.32, 0.35, -0.24, -0.39, -0.50, -0.34, -0.52, 0.45, 0.36, 0.37, 0.36, 0.41]}